No. 1
Below is a molecular structure, C33H36BrFN2O2SW, with properties calculated with ωB97M-V/def2-TZVPD.

Structure (XYZ):
```
77
Properties=species:S:1:pos:R:3:forces:R:3:mulliken_charge:R:1
W 0.203137 0.570125 0.972319 0.9 -0.1 -0.4 1.0360
Br 3.227310 0.491944 0.428970 -0.1 0.3 -0.1 0.0436
S -3.045562 0.946660 1.559701 0.0 -0.2 0.2 0.0731
F 4.477812 -4.277557 -1.567064 0.0 0.0 0.0 -0.3493
O 0.732331 2.014882 -0.193991 0.1 -0.1 0.5 -0.5918
O -3.377953 0.012757 2.668704 0.0 0.1 -0.3 -0.5464
N -1.576560 0.842674 1.101494 -0.7 0.2 0.1 -0.3676
N 0.641724 -0.463663 2.619024 0.0 -0.3 0.3 0.5177
C 5.354162 6.216926 -1.413626 0.0 0.0 0.0 -1.5936
C -0.415031 -4.240583 4.155350 0.0 0.0 0.0 -0.4225
C -0.752992 0.820875 4.224269 0.0 0.1 0.1 -0.4827
C -0.983129 -2.312878 2.828338 0.1 0.0 0.1 0.7686
C 5.230281 5.500751 -0.060463 0.0 0.0 0.0 1.7820
C 1.672205 -2.913089 0.255050 0.0 0.0 -0.1 0.4539
C 1.144031 1.815189 3.046158 -0.3 -0.1 0.2 -0.6566
C 2.768118 5.027196 -0.382456 0.0 0.0 0.0 0.1891
C 2.781889 -3.689057 -0.044236 0.0 0.0 0.0 -0.8969
C 1.794215 2.861006 -0.183167 -0.1 0.0 -0.1 1.2049
C 3.063685 2.364377 0.083692 0.0 0.0 0.0 -0.1596
C 0.255065 4.836665 -0.759645 0.0 0.0 0.0 2.2458
C 4.046866 4.535904 -0.104158 0.0 0.1 0.0 -0.4830
C 0.242622 -1.734989 3.143828 -0.1 0.0 -0.1 -0.7696
C 4.181815 3.181100 0.126561 0.1 -0.3 0.1 -0.1336
C -1.148254 2.083352 4.601477 0.0 -0.2 0.0 -0.5044
C 1.126920 -2.404045 3.985361 0.0 0.1 -0.1 -0.0807
C -0.326439 4.176924 -2.020067 0.0 0.1 0.0 -1.6345
C -0.455193 3.219075 4.168437 0.0 0.2 0.0 -0.6391
C 1.818750 -1.856709 -1.887112 0.0 0.0 0.1 -0.1574
C 0.379131 0.679204 3.403392 0.1 0.4 -0.5 -0.0353
C 4.995666 6.536925 1.048508 0.0 0.0 0.0 -1.6029
C -0.702743 4.641166 0.421809 0.0 0.0 0.0 -1.4165
C 3.393674 -3.526502 -1.270623 0.0 0.0 0.0 0.4278
C 6.549835 4.783655 0.225131 0.0 0.0 0.0 -2.1914
C -1.303571 -3.566149 3.333507 0.0 0.0 0.0 -1.0702
C 0.683771 3.091603 3.408676 0.1 0.0 0.0 -0.5263
C 0.349840 6.341368 -1.026180 0.0 0.0 0.0 -2.3352
C 0.798925 -3.651866 4.486730 0.0 -0.1 0.0 -0.7825
C 2.929486 -2.624087 -2.204747 0.0 0.0 0.0 -0.7472
C 1.173158 -1.980063 -0.656968 0.2 0.0 0.0 -0.0458
C 0.002581 -1.117179 -0.315024 -0.3 0.1 0.1 -1.3892
C 1.628856 4.238566 -0.439017 0.0 -0.1 0.0 -1.0233
H 0.340371 4.329323 -2.871824 0.0 0.0 0.0 0.3633
H -0.669604 -5.217654 4.544796 0.0 0.0 0.0 0.4033
H -0.867943 3.591473 0.656280 0.0 0.0 0.0 0.0093
H 1.448022 -1.139152 -2.610228 0.0 0.0 0.0 0.3460
H -0.325344 -0.533533 -1.195453 0.0 -0.2 0.0 0.5784
H 2.076646 -1.938666 4.220444 0.0 0.0 0.0 0.4372
H 1.249208 3.961896 3.099280 0.0 0.0 0.0 0.5705
H -2.039534 2.203840 5.203412 0.0 0.0 0.0 0.3943
H -0.644311 6.720079 -1.265311 0.0 0.0 0.0 0.4594
H 5.494247 5.496763 -2.221568 0.0 0.0 0.0 0.3620
H 4.076095 7.100397 0.884982 0.0 0.0 0.0 0.3130
H -0.481588 3.109710 -1.887319 0.0 0.0 0.0 0.1956
H 5.824203 7.247616 1.079487 0.0 0.0 0.0 0.4550
H 6.781685 4.043484 -0.543347 0.0 0.0 0.0 0.4216
H 1.186858 -3.038800 1.213379 0.0 0.0 0.0 0.2668
H 1.494920 -4.170568 5.133508 0.0 0.0 0.0 0.4086
H 2.664568 6.085585 -0.571630 0.0 0.0 0.0 0.4593
H -1.699447 -1.771167 2.226671 0.0 0.0 0.0 0.2713
H 3.433450 -2.531670 -3.157299 0.0 0.0 0.0 0.4309
H 4.924930 6.051081 2.023416 0.0 0.0 0.0 0.3628
H 6.536653 4.284225 1.195850 0.0 0.0 0.0 0.4107
H -1.671039 5.085534 0.181192 0.0 0.0 0.0 0.5663
H -1.342450 -0.050359 4.473325 0.0 0.0 0.0 0.3551
H 1.001999 6.564647 -1.873497 0.0 0.0 0.0 0.4318
H -0.862175 -1.719229 -0.021449 0.0 0.0 -0.1 0.4913
H 5.142808 2.737937 0.344863 0.0 0.0 0.0 0.5507
H -2.260891 -4.007651 3.088570 0.0 0.0 0.0 0.4279
H 7.362142 5.511524 0.239893 0.0 0.0 0.0 0.4296
H 4.467471 6.809833 -1.640633 0.0 0.0 0.0 0.3115
H -0.821709 4.199082 4.445960 0.0 0.0 0.0 0.4185
H -1.289212 4.633869 -2.258992 0.0 0.0 0.0 0.4615
H 3.172101 -4.415035 0.656680 0.0 0.0 0.0 0.4695
H 6.212487 6.891678 -1.402914 0.0 0.0 0.0 0.4634
H 0.709266 6.890183 -0.153379 0.0 0.0 0.0 0.3996
H -0.315501 5.140988 1.311353 0.0 0.0 0.0 0.2531
H 2.127881 1.675845 2.621276 0.0 0.0 0.0 0.9430
```
Positions in Å, forces in eV/Å.

Calculated values
spin multiplicity: 1
LUMO level: -0.430 eV
energy: -127301.7208 eV
HOMO level: -6.901 eV

=====

No. 2
Below is C9H23NOSi in the gas phase in a non-equilibrium geometry, with properties calculated with ωB97M-V/def2-TZVPD.

Structure (XYZ):
```
35
Properties=species:S:1:pos:R:3:forces:R:3:mulliken_charge:R:1
Si -0.927133 0.035129 0.462765 -1.3 0.9 -1.1 0.3183
O -0.637292 1.722435 0.455723 0.8 -1.6 0.8 -0.6331
N 0.454804 -1.037398 0.051297 -0.2 0.3 1.5 -0.0603
C 0.372249 -2.446161 -0.395650 -3.5 -0.1 0.1 0.1285
C 0.558301 3.762614 0.300689 -0.1 0.2 -0.3 -1.7756
C -1.713770 -0.297395 2.203957 1.8 -0.5 -1.9 -1.1048
C -0.427360 -3.270279 0.717446 0.8 0.6 -1.4 -1.3054
C 1.734217 1.580864 -0.097459 -1.6 -1.9 1.9 -1.7586
C 0.016613 2.353354 -1.706144 -0.4 0.7 -0.7 -1.6836
C -2.215240 -0.111176 -0.961020 2.0 -1.4 0.9 -1.0650
C 0.439387 2.366634 -0.260324 -0.4 -0.6 0.6 2.0895
C 1.750931 -2.994887 -0.559555 1.5 -0.5 -0.8 -1.2396
H 0.840089 2.698741 -2.285195 0.6 1.5 -0.7 0.4782
H -1.942738 0.540461 -1.786546 -0.3 -0.2 0.0 0.2579
H -1.507287 -3.120191 0.707088 0.1 0.5 0.1 0.2380
H -0.422932 4.209585 0.279485 -0.2 0.6 -0.6 0.4084
H 1.870794 1.233917 0.970410 0.0 0.9 -0.8 0.2270
H 0.099574 1.354995 -2.105472 -1.0 -0.8 0.2 0.4274
H -3.124421 0.123865 -0.482539 -1.3 0.5 0.1 0.3435
H 1.915693 -4.127069 -0.643046 -0.7 1.6 0.3 0.3216
H 2.263736 -2.534514 -1.428363 -0.3 -0.2 0.3 0.3108
H 2.594594 2.023712 -0.443369 1.9 1.5 -0.7 0.5414
H -0.972016 2.892197 -1.931731 1.6 -0.9 0.3 0.2248
H 2.288709 -2.591264 0.304698 0.3 -0.5 0.1 0.3288
H -1.151009 0.333532 2.873957 -0.2 0.3 0.5 0.2707
H 0.989294 -1.084180 0.936960 0.1 0.2 -0.6 0.2997
H -1.424789 -1.333400 2.374676 -0.3 -0.1 0.4 0.3417
H -2.239117 -1.178813 -1.230663 -0.2 0.4 -0.4 0.3181
H -2.778017 -0.190465 2.227310 -0.5 0.3 0.2 0.3509
H -0.291218 -4.325850 0.631264 0.2 -0.9 -0.3 0.4885
H 0.819768 3.861024 1.332985 0.4 -0.7 0.8 0.4131
H 1.342742 4.297048 -0.230794 -0.3 0.4 -0.3 0.3648
H 1.653757 0.624290 -0.589272 0.0 0.0 -0.5 0.4672
H -0.272737 -2.389704 -1.336773 1.1 -0.5 1.0 0.3062
H 0.041823 -2.981648 1.643207 -0.2 0.1 0.7 0.3609
```
Positions in Å, forces in eV/Å.

Calculated values
ΔE to the lowest compared entry with this formula, charge and spin: 0.2265 eV
spin multiplicity: 1
LUMO level: 0.751 eV
energy: -21122.5718 eV
HOMO level: -9.023 eV

=====

No. 3
Below is a molecular structure, C26H33AsCuIN3O7S, with properties calculated with ωB97M-V/def2-TZVPD.

Structure (XYZ):
```
73
Properties=species:S:1:pos:R:3:forces:R:3:mulliken_charge:R:1
I -4.193836 -1.732517 1.080626 -0.1 0.0 0.0 0.0129
As 2.566952 -0.998840 1.796409 0.1 0.1 0.0 0.7071
Cu 0.194519 0.412953 -0.594260 0.6 0.3 -0.1 -0.7880
S 0.515353 -2.298455 -1.620752 -0.3 -0.7 -0.2 1.8897
O -0.836470 -0.401540 1.214729 -0.1 0.1 -0.2 -0.3100
O 0.019204 -3.295394 -2.529690 0.2 0.2 -0.2 -0.8053
O 3.254491 -2.518804 1.162585 -0.3 0.0 -0.1 -0.6129
O -0.234474 -0.996004 -1.815847 -0.1 -0.3 0.1 -0.8208
O 0.479070 -2.707606 -0.221296 0.2 0.2 0.1 -0.7304
O 3.884084 -0.080850 2.025909 0.0 0.1 0.0 -0.6965
O 2.068695 -0.205298 -0.295330 -0.2 -0.3 0.0 0.0359
N -0.935922 -2.160732 2.596342 0.2 -0.1 0.0 -0.3076
N -1.513438 1.509400 -1.030423 0.2 0.0 0.3 -0.1375
N 0.825811 2.262481 -0.053992 -0.2 0.0 0.1 -0.5747
C -1.467078 2.728695 -0.483052 -0.1 -0.1 -0.1 -0.3992
C 0.210647 4.560742 -0.052325 -0.1 0.0 0.0 0.1902
C 2.743515 6.741169 -0.955134 0.0 0.0 0.0 -1.5529
C -2.696591 0.994054 -1.349191 0.0 -0.1 -0.2 -0.9807
C 4.801849 -1.234513 -2.467735 0.0 0.0 -0.1 -0.7009
C 2.809038 6.634358 1.553671 -0.1 0.0 0.0 -1.6813
C -3.865831 2.915815 -0.513765 0.0 0.0 0.0 0.7562
C 2.459170 3.932421 0.371028 -0.1 0.1 0.0 -0.8111
C -1.236757 -1.540477 1.441114 -0.1 0.0 0.2 0.4233
C -3.881461 1.658905 -1.113697 0.0 0.0 0.0 -0.8300
C 1.934174 6.411696 0.310816 0.1 0.0 0.0 2.0472
C -5.852156 2.817605 0.948435 0.0 0.0 0.0 -1.5572
C 2.869944 -2.541991 -3.013661 -0.1 -0.1 0.0 -0.4980
C 4.099378 -0.553704 -1.487872 0.0 0.0 0.1 -0.3986
C 1.518819 4.949568 0.222178 0.0 0.0 0.0 0.7291
C 2.761169 -0.862764 -1.247625 0.0 -0.1 -0.2 0.6255
C 2.082460 2.611344 0.227936 0.0 -0.1 0.1 -0.7504
C -2.197427 -2.272276 0.536457 0.1 0.0 0.0 -0.7623
C 0.728434 7.349967 0.389233 0.0 -0.1 0.0 -2.0528
C -2.616709 3.451219 -0.212180 0.0 0.1 0.0 0.3744
C -6.078859 3.662610 -1.408163 0.0 0.0 0.0 -1.6756
C -4.942238 5.053944 0.314277 0.0 -0.1 0.0 -2.0965
C 2.175544 -1.888183 -2.009007 0.0 0.3 0.2 -0.4483
C 4.193053 -2.212053 -3.248722 0.1 0.0 0.0 -0.5841
C -0.103085 3.218721 -0.174515 0.2 0.0 0.0 0.2070
C -5.171267 3.621836 -0.171092 0.0 0.0 0.0 2.0176
H -2.675962 0.019999 -1.823277 0.0 0.0 0.1 0.5950
H 2.356559 -3.301059 -3.590990 0.0 0.0 0.0 0.5221
H -6.357582 2.662337 -1.741157 0.0 0.0 0.0 0.3370
H 3.493804 4.151350 0.594229 0.0 0.0 0.0 0.4370
H -2.050426 -1.977074 -0.494330 0.0 0.0 0.0 0.0437
H -5.582808 4.172620 -2.236979 0.0 0.0 0.0 0.3835
H 3.762988 6.111989 1.480878 0.0 0.0 0.0 0.3477
H 0.125386 7.313942 -0.520029 0.0 0.0 0.0 0.3704
H 4.576228 0.194722 -0.867649 0.0 0.0 0.0 0.4441
H -4.809559 1.171964 -1.378532 0.0 0.0 0.0 0.4759
H 2.299327 6.288801 2.455682 0.0 0.0 0.0 0.3821
H 1.079916 8.375014 0.509037 0.0 0.0 0.0 0.4380
H -4.425242 5.651692 -0.440160 0.0 0.0 0.0 0.4469
H 0.094615 7.108834 1.245971 0.0 0.0 0.0 0.4440
H -0.568427 5.295570 -0.193851 0.0 0.0 0.0 0.4931
H 5.846487 -0.995011 -2.626760 0.0 0.0 0.0 0.3931
H -6.997431 4.203420 -1.173503 0.0 0.0 0.0 0.4665
H -5.904558 5.526058 0.515755 0.0 0.0 0.0 0.4289
H 2.518668 -3.055512 0.820868 0.1 0.0 0.0 0.3700
H -6.042509 1.788213 0.638384 0.0 0.0 0.0 0.3451
H 4.749786 -2.716117 -4.027578 0.0 0.0 0.0 0.3953
H -0.199580 -1.743422 3.146010 0.0 0.0 0.0 0.3033
H 3.626890 6.105363 -1.034406 0.0 0.0 0.0 0.3711
H 2.137775 6.591100 -1.851546 0.0 0.0 0.0 0.3652
H -1.048826 -3.156826 2.677172 -0.1 0.0 0.0 0.2254
H -6.803866 3.281957 1.215571 0.0 0.0 0.0 0.4429
H 3.069775 7.783108 -0.928944 0.0 0.0 0.0 0.4243
H -5.220781 2.787857 1.839380 0.0 0.0 0.0 0.3686
H 3.021278 7.698856 1.665682 0.0 0.0 0.0 0.4634
H -2.528993 4.418105 0.260269 0.0 0.0 0.0 0.5230
H 2.782460 1.795211 0.354767 0.0 0.0 0.0 0.4714
H -4.365785 5.076107 1.241343 0.0 0.0 0.0 0.3903
H -2.122181 -3.350076 0.631074 0.0 0.0 0.0 0.6393
```
Positions in Å, forces in eV/Å.

Calculated values
ΔE to the lowest compared entry with this formula, charge and spin: 0.0000 eV
spin multiplicity: 2
LUMO level (spin up / spin down): -0.764 / -0.833 eV
energy: -170717.9033 eV
expectation value of S²: 0.753
HOMO level (spin up / spin down): -7.968 / -7.982 eV

=====

- Which of these has the lowest energy?
  C26H33AsCuIN3O7S

=====

- The highest energy belongs to which entry?
  C9H23NOSi